[1]
Density functional theory data (ωB97M-V with the def2-TZVPD basis set) for 11 unconnected molecules or ions with the total composition C85H194N11O5 in a non-equilibrium geometry.

Values from the calculation:
LUMO: -11.8809 eV
strongest force on any atom: 3.2 eV Å⁻¹
total charge: +7
gap between HOMO and LUMO: 0.067 hartree
electronic energy: -4330.33041 Ha

Cartesian coordinates (Å):
C: 1.791 0.315 6.751
C: 3.244 0.165 7.178
C: 3.615 1.691 7.513
C: 2.963 2.200 8.790
C: 3.411 1.315 10.004
C: 2.943 -0.193 9.786
N: 3.487 -0.686 8.428
O: 3.021 -2.037 8.159
C: 1.444 -0.305 9.977
C: 3.648 -1.025 10.920
C: 4.072 -0.207 5.927
H: 1.353 -0.674 6.620
H: 1.775 0.732 5.744
H: 1.157 0.952 7.368
H: 3.256 2.392 6.759
H: 4.685 1.893 7.579
H: 1.876 2.275 8.837
H: 3.298 3.212 9.016
H: 3.105 1.771 10.946
H: 4.496 1.414 10.032
H: 1.195 0.288 10.857
H: 1.044 -1.316 10.057
H: 0.913 0.138 9.134
H: 3.197 -0.880 11.902
H: 4.656 -0.637 11.068
H: 3.712 -2.099 10.746
H: 5.108 -0.331 6.242
H: 4.128 0.708 5.336
H: 3.704 -1.096 5.415
C: 5.366 4.437 3.990
C: 5.355 5.767 4.816
C: 6.741 6.179 5.320
C: 7.680 6.810 4.314
C: 7.053 8.025 3.644
C: 5.636 7.629 3.013
N: 4.774 6.922 4.008
O: 3.375 6.762 3.704
C: 5.948 6.794 1.776
C: 5.032 8.943 2.547
C: 4.504 5.484 6.138
H: 4.373 4.280 3.569
H: 5.675 3.581 4.589
H: 6.151 4.472 3.234
H: 7.382 5.345 5.605
H: 6.633 6.899 6.131
H: 7.970 6.142 3.504
H: 8.614 7.246 4.669
H: 7.805 8.416 2.958
H: 7.052 8.794 4.416
H: 6.349 5.799 1.967
H: 6.639 7.342 1.136
H: 5.019 6.715 1.211
H: 4.176 8.655 1.935
H: 5.785 9.472 1.963
H: 4.777 9.712 3.276
H: 4.465 6.346 6.803
H: 4.813 4.611 6.714
H: 3.493 5.214 5.831
C: 12.804 4.129 10.128
C: 11.375 4.181 9.520
C: 11.066 2.985 8.609
N: 9.695 3.069 7.856
C: 9.667 4.168 6.746
C: 8.510 3.358 8.818
C: 7.314 2.620 8.178
C: 7.781 1.662 7.079
C: 9.262 1.638 7.313
H: 13.478 3.929 9.295
H: 12.972 3.333 10.854
H: 13.001 5.060 10.660
H: 11.267 5.103 8.950
H: 10.686 4.109 10.361
H: 10.997 2.000 9.071
H: 11.773 2.912 7.782
H: 8.792 3.983 6.124
H: 10.491 4.022 6.047
H: 9.646 5.203 7.087
H: 8.406 4.443 8.791
H: 8.743 2.943 9.799
H: 6.561 3.328 7.832
H: 6.753 1.998 8.876
H: 7.537 2.136 6.129
H: 7.336 0.668 7.026
H: 9.862 1.497 6.414
H: 9.439 0.884 8.081
C: 6.109 4.288 12.214
C: 6.179 2.888 12.833
C: 5.847 2.806 14.355
N: 5.527 1.372 14.886
C: 6.566 0.346 14.579
C: 4.143 0.885 14.414
C: 3.366 0.439 15.653
C: 4.356 0.398 16.805
C: 5.227 1.504 16.403
H: 6.571 4.974 12.924
H: 5.076 4.586 12.034
H: 6.718 4.297 11.310
H: 7.183 2.475 12.729
H: 5.532 2.295 12.186
H: 4.990 3.451 14.547
H: 6.674 3.140 14.981
H: 6.918 0.285 13.549
H: 6.269 -0.669 14.842
H: 7.418 0.549 15.228
H: 4.271 0.152 13.618
H: 3.569 1.728 14.031
H: 2.996 -0.564 15.436
H: 2.509 1.058 15.920
H: 4.861 -0.567 16.796
H: 3.749 0.451 17.709
H: 6.120 1.754 16.976
H: 4.716 2.449 16.588
C: -0.518 -3.707 5.714
N: -0.768 -4.432 7.050
C: 0.324 -5.565 7.132
C: -0.493 -3.385 8.135
C: -2.201 -4.959 7.310
C: -2.930 -5.399 6.032
O: -2.339 -6.609 5.458
H: 0.509 -3.345 5.660
H: -1.191 -2.850 5.747
H: -0.752 -4.243 4.794
H: 0.360 -5.950 8.151
H: 1.232 -5.085 6.767
H: 0.145 -6.298 6.345
H: 0.552 -3.085 8.059
H: -0.651 -3.721 9.160
H: -1.031 -2.459 7.932
H: -2.737 -4.102 7.718
H: -2.259 -5.595 8.194
H: -2.912 -4.504 5.411
H: -3.990 -5.614 6.174
H: -3.052 -7.047 4.987
C: 6.386 -5.010 4.089
N: 5.232 -5.165 5.137
C: 4.495 -3.797 5.244
C: 4.177 -6.154 4.590
C: 5.705 -5.544 6.556
C: 6.384 -6.934 6.778
O: 7.672 -6.843 6.103
H: 5.860 -4.773 3.164
H: 6.984 -5.906 3.923
H: 6.947 -4.161 4.478
H: 5.208 -3.093 5.674
H: 3.628 -3.920 5.894
H: 4.148 -3.466 4.265
H: 4.609 -7.151 4.507
H: 3.903 -5.921 3.561
H: 3.236 -6.198 5.140
H: 4.878 -5.460 7.260
H: 6.449 -4.767 6.732
H: 5.766 -7.780 6.476
H: 6.636 -7.066 7.830
H: 7.886 -7.770 5.976
C: 7.511 -3.242 11.243
N: 8.111 -3.530 9.876
C: 9.659 -3.611 10.069
C: 7.629 -4.886 9.336
C: 7.883 -2.395 8.853
C: 6.417 -2.037 8.653
O: 5.517 -3.076 8.347
H: 7.940 -2.262 11.450
H: 7.721 -4.022 11.974
H: 6.426 -3.214 11.136
H: 9.968 -2.694 10.569
H: 10.114 -3.707 9.082
H: 10.046 -4.460 10.633
H: 8.190 -5.111 8.429
H: 6.555 -4.917 9.154
H: 7.898 -5.627 10.089
H: 8.243 -2.592 7.843
H: 8.380 -1.544 9.318
H: 6.413 -1.441 7.740
H: 5.972 -1.355 9.378
H: 4.623 -2.733 8.272
C: 1.747 -8.094 16.939
C: 1.576 -7.001 15.900
C: 1.646 -7.338 14.382
C: 1.499 -6.140 13.421
N: 2.218 -6.391 12.019
C: 3.762 -6.817 12.300
C: 4.548 -6.134 11.120
C: 3.542 -5.235 10.439
C: 2.331 -5.000 11.394
C: 1.429 -7.403 11.146
H: 2.316 -7.759 17.806
H: 2.385 -8.798 16.407
H: 0.829 -8.620 17.203
H: 2.394 -6.316 16.124
H: 0.533 -6.754 16.094
H: 0.785 -7.891 14.007
H: 2.508 -7.973 14.180
H: 1.963 -5.367 14.034
H: 0.500 -5.820 13.122
H: 3.764 -7.907 12.278
H: 3.927 -6.506 13.331
H: 5.002 -6.868 10.455
H: 5.365 -5.532 11.517
H: 3.265 -5.656 9.473
H: 4.033 -4.268 10.331
H: 1.405 -4.656 10.932
H: 2.618 -4.296 12.175
H: 1.958 -8.350 11.252
H: 1.658 -7.141 10.113
H: 0.365 -7.358 11.379
C: -0.287 4.740 7.375
C: 0.454 4.053 6.144
C: 0.064 4.562 4.800
C: 0.854 4.002 3.625
N: 0.491 4.642 2.214
C: 1.724 4.555 1.312
C: 1.412 5.577 0.251
C: 0.688 6.745 0.853
C: 0.109 6.188 2.191
C: -0.629 3.774 1.586
H: -1.356 4.546 7.466
H: -0.173 5.823 7.426
H: 0.128 4.249 8.255
H: 0.284 2.986 6.288
H: 1.527 4.242 6.158
H: 0.224 5.639 4.836
H: -0.988 4.349 4.608
H: 0.797 2.914 3.586
H: 1.911 4.161 3.836
H: 1.894 3.513 1.041
H: 2.578 4.845 1.925
H: 0.835 5.007 -0.477
H: 2.333 5.968 -0.182
H: 0.037 7.340 0.213
H: 1.420 7.500 1.138
H: -0.979 6.176 2.245
H: 0.553 6.672 3.061
H: -0.271 2.755 1.441
H: -0.916 4.202 0.626
H: -1.422 3.688 2.329
C: 8.498 -3.847 1.604
C: 7.653 -3.960 0.342
C: 6.804 -2.670 0.140
C: 5.655 -2.417 1.178
N: 4.759 -1.175 0.956
C: 5.660 0.150 0.917
C: 5.171 1.133 1.945
C: 3.838 0.558 2.312
C: 3.898 -0.901 2.148
C: 3.875 -1.183 -0.370
H: 7.855 -3.743 2.477
H: 9.194 -3.009 1.577
H: 9.107 -4.748 1.683
H: 7.009 -4.839 0.339
H: 8.381 -4.184 -0.438
H: 6.524 -2.787 -0.907
H: 7.426 -1.776 0.187
H: 6.112 -2.109 2.118
H: 5.012 -3.286 1.314
H: 5.733 0.581 -0.081
H: 6.678 -0.131 1.184
H: 5.078 2.109 1.468
H: 5.856 1.265 2.783
H: 3.057 0.797 1.590
H: 3.522 0.909 3.295
H: 2.954 -1.425 1.998
H: 4.392 -1.306 3.031
H: 4.527 -1.255 -1.241
H: 3.286 -0.273 -0.478
H: 3.453 -2.173 -0.197
C: -1.748 2.084 9.646
C: -2.406 1.747 8.340
C: -3.708 2.521 8.107
C: -4.193 2.223 6.638
N: -5.725 2.339 6.485
C: -6.245 3.768 6.660
C: -7.542 3.531 7.510
C: -7.303 2.301 8.332
C: -6.390 1.421 7.512
C: -6.163 1.883 5.077
H: -1.617 3.155 9.797
H: -0.755 1.646 9.754
H: -2.139 1.687 10.583
H: -2.530 0.668 8.239
H: -1.685 1.941 7.546
H: -3.451 3.579 8.143
H: -4.519 2.271 8.791
H: -3.970 1.205 6.320
H: -3.763 2.947 5.946
H: -6.366 4.194 5.664
H: -5.494 4.248 7.287
H: -8.404 3.296 6.886
H: -7.858 4.392 8.099
H: -8.223 1.870 8.727
H: -6.796 2.613 9.245
H: -7.106 0.798 6.977
H: -5.729 0.734 8.041
H: -5.808 0.860 4.953
H: -5.505 2.511 4.477
H: -7.226 2.072 4.928

[2]
Density functional theory data (ωB97M-V with the def2-TZVPD basis set) for 2 unconnected molecules or ions with the total composition C30H27NO2S in a non-equilibrium geometry.

Values from the calculation:
LUMO: -1.7089 eV
strongest force on any atom: 1.3 eV Å⁻¹
ΔE to the lowest compared entry with this formula, charge and spin: 0.00 kcal/mol
gap between HOMO and LUMO: 0.150 hartree
electronic energy: -1762.66862 Ha

Cartesian coordinates (Å):
C: -4.042 -1.527 -3.978
C: -4.610 -2.376 -3.022
C: -3.918 -2.679 -1.848
C: -2.629 -2.171 -1.665
S: -1.700 -2.565 -0.168
C: -2.022 -1.253 0.920
C: -1.937 -1.522 2.302
C: -2.629 -0.684 3.232
C: -2.924 -1.148 4.508
C: -2.462 -2.407 4.929
C: -1.613 -3.155 4.093
C: -1.293 -2.697 2.822
O: -2.329 -3.791 0.270
O: -0.302 -2.569 -0.551
C: -2.021 -1.421 -2.666
C: -2.753 -1.017 -3.784
H: -4.597 -1.277 -4.880
H: -5.596 -2.810 -3.186
H: -4.361 -3.319 -1.089
H: -2.742 -0.535 0.537
H: -2.971 0.289 2.872
H: -3.513 -0.528 5.186
H: -2.739 -2.792 5.913
H: -1.187 -4.098 4.446
H: -0.568 -3.238 2.211
H: -0.975 -1.143 -2.552
H: -2.307 -0.322 -4.498
C: 1.141 1.187 -4.089
N: 0.975 1.487 -2.678
C: -0.132 1.220 -1.947
C: 0.058 1.666 -0.614
C: -0.859 1.528 0.423
C: -0.645 2.002 1.759
C: 0.555 1.772 2.485
C: 0.800 2.461 3.668
C: -0.119 3.413 4.136
C: 0.216 4.328 5.273
C: -1.369 3.518 3.515
C: -1.655 2.779 2.384
C: 1.337 2.387 -0.619
C: 1.870 3.389 0.178
C: 3.029 4.063 -0.249
C: 3.613 3.785 -1.498
C: 3.022 2.854 -2.369
C: 1.904 2.182 -1.899
H: 2.126 1.532 -4.405
H: 1.067 0.106 -4.262
H: 0.374 1.687 -4.696
H: -1.045 0.831 -2.379
H: -1.867 1.260 0.114
H: 1.293 1.068 2.086
H: 1.733 2.296 4.217
H: -0.646 4.967 5.485
H: 0.465 3.781 6.189
H: 1.070 4.975 5.029
H: -2.113 4.199 3.933
H: -2.629 2.857 1.898
H: 1.369 3.644 1.110
H: 3.475 4.815 0.405
H: 4.521 4.302 -1.810
H: 3.381 2.653 -3.378

[3]
Density functional theory data (ωB97M-V with the def2-TZVPD basis set) for a molecular structure, C3H5O3S in a non-equilibrium geometry.

Values from the calculation:
LUMO: 3.9279 eV
strongest force on any atom: 6.9 eV Å⁻¹
total charge: -1
ΔE to the lowest compared entry with this formula, charge and spin: 82.28 kcal/mol
gap between HOMO and LUMO: 0.273 hartree
electronic energy: -741.14314 Ha

Cartesian coordinates (Å):
C: -0.769 -1.104 0.641
C: 0.066 -0.085 0.534
C: 0.130 0.574 -0.690
O: 0.158 2.960 -2.063
O: -1.906 2.282 -0.931
O: 1.998 0.952 -0.846
S: -0.506 2.502 -0.807
H: -1.246 -1.563 1.475
H: -1.126 -1.571 -0.314
H: 0.685 0.268 1.480
H: 0.069 0.197 -1.641
H: 2.094 1.811 -1.146

[4]
Density functional theory data (ωB97M-V with the def2-TZVPD basis set) for 3 unconnected molecules or ions with the total composition C9H21N3O3.

Values from the calculation:
LUMO: 0.3453 eV
strongest force on any atom: 0.9 eV Å⁻¹
ΔE to the lowest compared entry with this formula, charge and spin: 33.64 kcal/mol
SMILES string: CN(C)C=O.CN(C)C=O.CN(C)C=O
gap between HOMO and LUMO: 0.360 hartree
electronic energy: -745.49962 Ha

Cartesian coordinates (Å):
C: 0.097 0.896 1.014
O: -0.820 1.335 1.676
N: 0.075 0.763 -0.332
C: 1.230 0.286 -1.055
C: -1.081 1.168 -1.095
H: 1.045 0.536 1.445
H: 0.903 -0.278 -1.927
H: 1.906 -0.309 -0.447
H: 1.818 1.132 -1.438
H: -2.013 1.089 -0.549
H: -1.022 2.218 -1.408
H: -1.096 0.561 -1.999
C: 5.922 -0.348 2.417
O: 6.980 -0.635 1.906
N: 4.983 0.485 1.886
C: 3.698 0.593 2.529
C: 5.034 0.730 0.455
H: 5.680 -0.678 3.443
H: 3.019 -0.239 2.298
H: 3.201 1.537 2.313
H: 3.814 0.548 3.613
H: 4.578 1.693 0.225
H: 6.062 0.745 0.110
H: 4.502 -0.065 -0.079
C: -6.054 -2.037 -0.860
O: -6.601 -2.830 -1.596
N: -4.990 -1.270 -1.197
C: -4.274 -0.476 -0.236
C: -4.562 -1.144 -2.577
H: -6.337 -1.949 0.203
H: -3.204 -0.673 -0.306
H: -4.630 -0.673 0.773
H: -4.399 0.600 -0.415
H: -5.223 -1.738 -3.205
H: -4.712 -0.108 -2.895
H: -3.528 -1.466 -2.690

[5]
Density functional theory data (ωB97M-V with the def2-TZVPD basis set) for 2 unconnected molecules or ions with the total composition C14H22NO in a non-equilibrium geometry.

Values from the calculation:
LUMO: -5.5027 eV
strongest force on any atom: 1.8 eV Å⁻¹
total charge: +1
ΔE to the lowest compared entry with this formula, charge and spin: 35.65 kcal/mol
gap between HOMO and LUMO: 0.205 hartree
electronic energy: -676.37452 Ha

Cartesian coordinates (Å):
C: 1.047 3.028 2.867
O: 1.397 2.095 1.825
C: 0.775 2.148 0.678
C: 0.937 1.118 -0.279
C: 0.325 1.318 -1.543
C: 0.457 0.365 -2.535
C: 1.191 -0.811 -2.308
C: 1.322 -1.820 -3.405
C: 1.790 -1.014 -1.053
C: 1.679 -0.079 -0.041
H: 1.568 2.660 3.752
H: 1.397 4.033 2.598
H: -0.037 3.047 3.036
H: 0.127 3.010 0.477
H: -0.241 2.240 -1.682
H: -0.010 0.514 -3.512
H: 1.911 -2.679 -3.072
H: 0.338 -2.183 -3.731
H: 1.815 -1.387 -4.286
H: 2.351 -1.940 -0.894
H: 2.136 -0.235 0.935
C: 5.451 5.995 -0.531
C: 5.281 4.835 -1.516
C: 4.035 4.002 -1.189
N: 3.998 3.598 0.198
C: 4.181 4.642 1.184
C: 5.435 5.476 0.910
H: 6.388 6.522 -0.730
H: 4.634 6.712 -0.668
H: 5.218 5.200 -2.546
H: 6.161 4.182 -1.453
H: 3.146 4.608 -1.454
H: 4.010 3.093 -1.807
H: 3.264 2.938 0.426
H: 3.312 5.329 1.202
H: 4.238 4.161 2.170
H: 6.316 4.841 1.072
H: 5.489 6.302 1.625